[1]
ORCA calculation (ωB97M-V with the def2-TZVPD basis set) on a structure of composition C49H55AsBiN5O7Si2 at a distorted geometry.

```
! RIJCOSX wB97M-V def2-TZVPD def2/J DEFGRID3
* xyz 0 1
Bi 0.38080 0.02660 -0.35467
O -3.57783 2.05434 1.41229
C -2.65419 1.03939 1.15127
O -1.37129 1.23418 1.65663
C -3.01669 -0.06323 0.46295
C -4.39522 -0.21615 0.00692
C -4.69725 -1.19291 -0.87505
C -3.66750 -2.06137 -1.34606
C -2.40190 -1.90504 -0.81125
N -2.04979 -0.99665 0.09502
C -1.25698 -2.73176 -1.31929
O -1.54617 -3.82921 -2.04146
O -0.10074 -2.41973 -1.16930
H -3.10781 2.77485 1.83780
H -5.13503 0.47023 0.39058
H -5.71139 -1.31870 -1.23464
H -3.89883 -2.79610 -2.10500
H -2.48543 -4.03874 -1.97130
C -0.72768 -0.43983 4.00437
Si -1.00877 1.26810 3.28668
C -2.39602 2.03140 4.31686
C 0.48429 2.41067 3.36459
C 0.73471 2.90328 4.65290
C 1.69089 3.86995 4.90184
C 2.43445 4.36482 3.84449
C 2.23963 3.85336 2.57277
C 1.27707 2.87498 2.29216
Si 1.13416 2.40987 0.44114
C 0.03059 3.73916 -0.33221
C 2.86302 2.72305 -0.28908
H -1.13118 -0.51129 5.01527
H 0.31802 -0.74420 4.05166
H -1.24358 -1.17065 3.38389
H -2.31786 1.70463 5.35619
H -3.37321 1.71781 3.95467
H -2.36831 3.12405 4.31668
H 0.14285 2.52734 5.48158
H 1.84342 4.24582 5.90525
H 3.16317 5.14838 4.00822
H 2.84564 4.24619 1.76576
H 0.32521 4.72444 0.03511
H -1.02612 3.59484 -0.09868
H 0.13684 3.73871 -1.41972
H 3.05863 3.79021 -0.41117
H 2.95337 2.26227 -1.27512
H 3.65604 2.31099 0.33962
C 4.43688 -1.48063 1.18062
C 3.24064 -0.98282 0.43595
N 2.18792 -0.53327 1.03026
O 2.20375 -0.51014 2.41609
C 3.25580 -0.88911 -1.00164
C 4.39169 -1.42441 -1.81404
N 2.27507 -0.22767 -1.58881
O 2.32723 0.06437 -2.81219
H 4.33158 -1.27571 2.24165
H 5.33672 -0.99617 0.80276
H 4.55343 -2.55683 1.03860
H 1.64340 0.24532 2.66022
H 4.64625 -2.43518 -1.49380
H 5.28504 -0.80024 -1.73378
H 4.08972 -1.44127 -2.85816
C 1.62005 4.80628 -4.66157
C 0.16230 4.52603 -5.01506
N 0.02127 3.57253 -6.10502
C 0.31779 4.02165 -7.46447
C 1.61597 3.45359 -8.02886
C -0.40071 2.29068 -5.95627
O -0.45928 1.50432 -6.88623
C -0.94351 1.89428 -4.60812
C -2.32872 1.82767 -4.48275
C -2.87605 1.42321 -3.28072
C -2.01980 1.09651 -2.24127
N -0.69174 1.12815 -2.36873
C -0.16081 1.51305 -3.53599
H 1.67161 5.50643 -3.82674
H 2.14861 5.24312 -5.50910
H 2.12622 3.88374 -4.37405
H -0.33202 5.45721 -5.30507
H -0.35165 4.13339 -4.14081
H 0.34449 5.11188 -7.45820
H -0.50796 3.69824 -8.10141
H 2.47447 3.74531 -7.42342
H 1.76069 3.81772 -9.04649
H 1.55531 2.36832 -8.05348
H -2.95365 2.08604 -5.32832
H -3.94356 1.34862 -3.13146
H -2.40789 0.81035 -1.27231
H 0.91814 1.47549 -3.59480
C 1.72873 -4.52920 5.69705
C 2.52672 -4.01441 4.68435
C 1.94431 -3.56825 3.50906
C 0.56499 -3.62531 3.32444
C -0.22487 -4.13746 4.34679
C 0.35429 -4.58922 5.52576
As -0.15857 -2.92355 1.61878
C -1.87774 -3.83578 1.70011
C -3.05230 -3.38651 2.28921
C -4.22026 -4.12363 2.17075
C -4.21978 -5.30805 1.44352
C -3.05326 -5.76663 0.85538
C -1.87153 -5.04278 0.98927
C -0.56813 -5.42194 0.41874
C -0.30936 -6.57300 -0.31713
C 0.97061 -6.81605 -0.79105
C 1.99194 -5.90651 -0.55206
C 1.72932 -4.73912 0.15094
C 0.45812 -4.50020 0.64596
H 2.17661 -4.87320 6.62047
H 3.60036 -3.96251 4.81732
H 2.56545 -3.16650 2.71689
H -1.29947 -4.19097 4.22267
H -0.27076 -4.98761 6.31509
H -3.06909 -2.44365 2.81935
H -5.13460 -3.76313 2.62357
H -5.13855 -5.86937 1.33074
H -3.07012 -6.67999 0.27424
H -1.10292 -7.27881 -0.52627
H 1.17388 -7.71523 -1.35797
H 2.98816 -6.10045 -0.92912
H 2.51397 -4.00379 0.29953
*
```

HOMO energy = -5.69 eV

[2]
ORCA calculation (ωB97M-V with the def2-TZVPD basis set) on a structure of composition C49H55FGeN2W at a distorted geometry.

```
! RIJCOSX wB97M-V def2-TZVPD def2/J DEFGRID3
* xyz 1 2
W 0.07920 0.07341 0.15406
C -1.11684 -3.54065 -4.44943
C -1.69390 -2.43895 -3.55379
C -2.92051 -1.80580 -4.22380
C -2.05871 -2.93782 -2.16573
C -3.11087 -3.83927 -2.03963
C -3.64786 -4.17334 -0.81107
C -3.17957 -3.54943 0.33320
C -2.11049 -2.67567 0.25586
C -1.55223 -2.01247 1.48445
C -0.33344 -2.79264 1.99475
C -2.56231 -1.79917 2.60138
C -1.48587 -2.43691 -0.97906
N -0.31982 -1.63257 -0.95889
C 0.66201 -1.83830 -1.85476
C 1.75002 -0.99300 -1.85031
N 1.86612 -0.01400 -0.92341
C 3.17929 0.54497 -0.77670
C 3.38694 1.93686 -0.69854
C 4.68471 2.42530 -0.75840
C 5.77552 1.58413 -0.86562
C 5.57414 0.22012 -0.80504
C 4.30052 -0.32608 -0.71469
C 4.22040 -1.81610 -0.39326
C 4.81854 -2.69973 -1.49390
C 4.94009 -2.08533 0.93732
C 2.29074 2.97640 -0.59297
C 1.33705 2.69119 0.55701
C 1.58945 3.20757 -1.93267
H -0.75570 -3.10825 -5.38346
H -1.88465 -4.27610 -4.69343
H -0.28869 -4.07284 -3.97626
H -0.96037 -1.64116 -3.46460
H -3.69058 -2.55082 -4.42629
H -2.62620 -1.35061 -5.17075
H -3.34920 -1.02439 -3.59406
H -3.53216 -4.27605 -2.93635
H -4.45774 -4.88728 -0.74378
H -3.65240 -3.74700 1.28594
H -1.23262 -0.96644 1.14992
H -0.62194 -3.83625 2.12345
H -0.00084 -2.40858 2.95630
H 0.49948 -2.76201 1.28989
H -2.68141 -2.71534 3.17942
H -3.53345 -1.49998 2.20769
H -2.20870 -1.02144 3.27969
H 0.63197 -2.67345 -2.53849
H 2.51990 -1.11083 -2.60018
H 4.84285 3.49668 -0.73576
H 6.77636 1.98674 -0.94374
H 6.43154 -0.44041 -0.80841
H 3.18139 -2.10641 -0.25021
H 5.89450 -2.54098 -1.57202
H 4.38561 -2.49631 -2.47419
H 4.65028 -3.75136 -1.25873
H 6.01373 -1.92547 0.84140
H 4.78011 -3.11799 1.25080
H 4.56805 -1.42153 1.71962
H 2.79032 3.91299 -0.33409
H 0.70082 1.81621 0.29176
H 0.65215 3.52284 0.72462
H 1.88168 2.47546 1.47197
H 0.98386 2.34881 -2.21613
H 2.32856 3.37116 -2.71730
H 0.94967 4.08616 -1.87083
F 0.65187 0.71130 6.34367
C 0.59580 0.60149 5.01377
C -0.40703 1.26205 4.32864
C -0.47234 1.11316 2.95198
C 0.45507 0.32432 2.25448
C 1.47134 -0.29276 2.98656
C 1.54983 -0.16143 4.36415
H -1.11223 1.88074 4.86777
H -1.25262 1.64799 2.41655
H 2.22946 -0.88402 2.48212
H 2.32936 -0.64453 4.93761
C -3.77904 0.12539 -0.54514
Ge -2.10736 1.20564 -0.62852
C -2.01070 1.48839 -2.60026
C -3.03346 2.15539 -3.27536
C -2.98263 2.33525 -4.64855
C -1.90598 1.84438 -5.37598
C -0.88923 1.16377 -4.72605
C -0.95031 0.98833 -3.34951
C -2.68405 2.86083 0.33171
C -3.44648 2.63652 1.45614
C -3.98992 3.68994 2.21365
C -3.77048 4.98388 1.84187
C -2.98078 5.27699 0.70712
C -2.73723 6.61415 0.31236
C -1.97416 6.89784 -0.78318
C -1.40221 5.85037 -1.52974
C -1.61053 4.54987 -1.16482
C -2.41556 4.21118 -0.05137
H -4.58154 0.73636 -0.96009
H -4.06469 -0.15991 0.46807
H -3.68757 -0.78133 -1.14345
H -3.86932 2.55211 -2.70817
H -3.78530 2.85854 -5.15248
H -1.85644 1.99936 -6.44614
H -0.04922 0.76985 -5.28636
H -0.15181 0.45254 -2.85288
H -3.67112 1.61891 1.76114
H -4.58909 3.46375 3.08661
H -4.19584 5.80200 2.41016
H -3.16880 7.41436 0.90173
H -1.79942 7.92362 -1.08021
H -0.79855 6.07738 -2.40011
H -1.16365 3.75145 -1.73380
*
```

HOMO energy (spin up / spin down) = -10.33 / -10.31 eV

[3]
ORCA calculation (ωB97M-V with the def2-TZVPD basis set) on a structure of composition C49H56F9N5OOsPSbTe.

```
! RIJCOSX wB97M-V def2-TZVPD def2/J DEFGRID3
* xyz 3 2
Os 0.79752 0.36114 0.29638
C -0.77625 -1.96146 -1.78209
C -1.02852 -1.88173 -0.30283
O -1.90129 -2.84964 0.06765
N -0.52336 -1.03814 0.49234
Te -2.30394 -3.20427 1.93889
C -2.56184 -5.28536 1.83203
C -3.26456 -5.75393 2.94776
C -3.76982 -4.84679 4.04163
C -3.51751 -7.11568 3.04019
C -3.07406 -8.00290 2.06922
C -3.36185 -9.47097 2.16249
C -2.34202 -7.49417 0.99829
C -2.05923 -6.14471 0.84415
C -1.25118 -5.72017 -0.35311
C -4.26652 -2.52822 1.87000
C -5.18426 -2.97438 0.90532
C -4.85666 -3.96568 -0.17652
C -6.47112 -2.45526 0.96994
C -6.86554 -1.55236 1.95099
C -8.26640 -1.02434 2.00028
C -5.92429 -1.14285 2.89580
C -4.62197 -1.61137 2.87571
C -3.64996 -1.10882 3.91283
H -0.78531 -2.99615 -2.11911
H 0.18256 -1.51248 -2.03980
H -1.57659 -1.42678 -2.30094
H -3.06661 -4.03822 4.29350
H -3.89213 -5.40742 4.96667
H -4.72992 -4.39256 3.79207
H -4.06338 -7.48891 3.89832
H -3.76269 -9.73906 3.13744
H -2.46118 -10.05811 1.98543
H -4.09334 -9.75805 1.40507
H -1.96526 -8.18243 0.25044
H -0.89646 -6.60371 -0.87839
H -0.37657 -5.13259 -0.06544
H -1.84440 -5.12967 -1.04837
H -3.88677 -3.77299 -0.63470
H -5.60974 -3.92175 -0.96042
H -4.84976 -4.98349 0.21748
H -7.19157 -2.76822 0.22387
H -8.85752 -1.37767 1.15873
H -8.26797 0.06625 1.98876
H -8.75749 -1.34023 2.92202
H -6.22082 -0.44252 3.66821
H -4.16019 -0.46166 4.62348
H -2.85090 -0.52518 3.44675
H -3.18952 -1.91155 4.49433
F 1.35854 4.17222 -6.61397
C 2.13846 3.38696 -5.87132
F 3.29218 4.04237 -5.65463
F 2.42173 2.28468 -6.57342
C 1.47603 3.05162 -4.55393
C 1.18595 4.08669 -3.67816
C 0.58108 3.81243 -2.45967
C 0.27370 2.49941 -2.12190
C 0.55871 1.46632 -3.01668
C 1.15624 1.73879 -4.23455
P -0.48058 2.03311 -0.54606
C -2.18055 1.54711 -0.93730
C -2.98371 0.97236 0.04936
C -4.30265 0.64875 -0.22363
C -4.81394 0.88261 -1.49302
C -4.02673 1.44975 -2.48302
C -2.71283 1.79375 -2.20294
C -6.23490 0.49047 -1.82923
F -6.81431 1.39040 -2.62165
F -6.25251 -0.69365 -2.46423
F -6.98631 0.36509 -0.72473
C -0.56243 3.53248 0.44738
C 0.63940 4.09764 0.88670
C 0.61894 5.21768 1.69697
C -0.60149 5.77183 2.07343
C -1.79398 5.23947 1.61479
C -1.77615 4.11517 0.79566
C -0.59818 6.94154 3.03447
F -1.77022 7.57062 3.05486
F 0.35545 7.81944 2.71932
F -0.34508 6.49182 4.27867
H 1.42507 5.10732 -3.94820
H 0.34314 4.62740 -1.78839
H 0.27201 0.44502 -2.78532
H 1.36297 0.94466 -4.93873
H -2.57866 0.78792 1.03743
H -4.93458 0.22106 0.54397
H -4.44174 1.64314 -3.46338
H -2.11278 2.25918 -2.97314
H 1.59006 3.67076 0.58151
H 1.54197 5.67661 2.02858
H -2.73310 5.69919 1.89092
H -2.70849 3.70788 0.42793
C 4.78960 1.66520 -3.96933
C 5.98974 1.29321 -3.10829
C 6.32951 -0.18999 -3.21704
C 5.80208 1.74825 -1.66087
N 4.63640 1.10626 -1.00882
C 4.51327 -0.14171 -0.52111
N 3.30370 -0.28330 -0.03495
N 2.71643 0.90902 -0.26584
N 3.49108 1.74914 -0.85016
H 4.97311 1.40120 -5.01017
H 4.58043 2.73487 -3.92680
H 3.89291 1.12443 -3.65044
H 6.85365 1.86921 -3.45183
H 5.45474 -0.81890 -3.02440
H 7.13142 -0.48076 -2.53508
H 6.66206 -0.42421 -4.22682
H 5.61134 2.81738 -1.59515
H 6.66816 1.50386 -1.04675
H 5.29964 -0.87745 -0.51765
C -0.64947 1.99873 3.67280
Sb 1.00645 1.04854 2.78526
C 1.28162 -0.74326 3.86498
C 2.67854 2.25926 3.22310
H -0.31347 2.42114 4.62007
H -1.42755 1.26596 3.86608
H -1.02056 2.79215 3.03272
H 1.62253 -0.50812 4.87195
H 2.02387 -1.36101 3.36360
H 0.33167 -1.27245 3.90842
H 3.07501 1.94559 4.18755
H 2.35857 3.29688 3.27591
H 3.44294 2.13780 2.45967
*
```

HOMO energy (spin up / spin down) = -15.45 / -15.46 eV

[4]
ORCA calculation (ωB97M-V with the def2-TZVPD basis set) on a structure of composition C49H57N4P2RuSSi at a distorted geometry.

```
! RIJCOSX wB97M-V def2-TZVPD def2/J DEFGRID3
* xyz 0 6
Ru 0.60685 0.14306 0.60355
C 3.45276 -1.10580 0.20446
Si 3.53987 -1.15387 2.04289
C 3.22997 0.53043 2.80983
N 1.99947 1.30230 2.52721
C 2.29444 2.73924 2.36866
C 2.85193 3.38114 3.63581
C 1.99799 3.00856 4.86733
C 0.70536 2.33002 4.43210
C 0.97725 1.08523 3.59210
C 2.46311 -2.50883 2.72271
C 1.98801 -2.48695 4.03520
C 1.19555 -3.51552 4.53041
C 0.87534 -4.59473 3.71745
C 1.35263 -4.64507 2.41430
C 2.13349 -3.60684 1.92445
C 5.31536 -1.50043 2.56618
C 5.67936 -2.65739 3.26047
C 7.00424 -2.91562 3.59670
C 7.99717 -2.01476 3.24382
C 7.66537 -0.85852 2.54975
C 6.34096 -0.61107 2.21647
H 4.00274 -1.98954 -0.15233
H 4.11832 -0.26119 -0.02883
H 4.08029 1.09211 2.40337
H 3.42502 0.48474 3.89206
H 1.37307 3.23018 2.04237
H 2.99897 2.84369 1.54170
H 2.88118 4.46302 3.48721
H 3.88692 3.07368 3.79518
H 1.77894 3.89227 5.46817
H 2.55684 2.32987 5.51864
H 0.09173 3.02861 3.85716
H 0.10821 2.03340 5.29796
H 0.03739 0.73688 3.15718
H 1.33094 0.27250 4.23262
H 2.22979 -1.65443 4.68667
H 0.83192 -3.47782 5.54945
H 0.26290 -5.40033 4.10272
H 1.11177 -5.48893 1.77965
H 2.47293 -3.64431 0.89485
H 4.92042 -3.37279 3.55430
H 7.25959 -3.81818 4.13657
H 9.02904 -2.21111 3.50587
H 8.43589 -0.15215 2.26914
H 6.11207 0.29725 1.66861
N -0.34243 3.27316 0.40232
C -0.47884 2.04463 0.35118
H -0.75995 3.81563 -0.37053
C 2.09525 -0.93726 -0.51043
H 2.23958 -0.50497 -1.50434
H 1.63889 -1.92173 -0.67432
C -3.30849 -4.66995 1.87226
N -2.15865 -3.83501 1.61009
C -1.96797 -2.59372 2.09910
S -0.52193 -1.77181 1.77630
N -2.93971 -2.08965 2.86618
C -2.89520 -0.75834 3.44940
H -3.18893 -5.59705 1.31835
H -4.23232 -4.19291 1.53787
H -3.40197 -4.92887 2.93125
H -1.38464 -4.19442 1.07509
H -3.66198 -2.70943 3.19206
H -2.39975 -0.08154 2.75640
H -2.35397 -0.75987 4.39722
H -3.91688 -0.42050 3.60714
C -0.92713 -0.59168 -2.84116
P -1.04583 0.72804 -1.43902
C -2.66396 0.28612 -0.66892
C -3.06780 -1.04605 -0.54534
C -4.24723 -1.38693 0.09612
C -5.04797 -0.40018 0.66203
C -4.64682 0.92484 0.57865
C -3.46724 1.25899 -0.07883
C -1.33788 2.21516 -2.48119
C -0.22929 3.00135 -2.79509
C -0.36695 4.18729 -3.50110
C -1.62376 4.60563 -3.91836
C -2.73446 3.82817 -3.62438
C -2.59192 2.64813 -2.90111
P -1.46339 -0.74635 -4.59753
C -0.51398 0.61866 -5.37300
C 0.87094 0.44016 -5.43866
C 1.68846 1.38327 -6.04240
C 1.12769 2.50982 -6.63583
C -0.24641 2.68910 -6.59178
C -1.05750 1.75943 -5.95191
C -3.19297 -0.19856 -4.81131
C -3.65867 0.04314 -6.10733
C -4.98648 0.35615 -6.34763
C -5.89381 0.41099 -5.29486
C -5.45402 0.14611 -4.00738
C -4.11558 -0.15126 -3.77153
H -1.11767 -1.55248 -2.35665
H 0.16332 -0.61446 -2.97241
H -2.46028 -1.83858 -0.95969
H -4.54364 -2.42734 0.14964
H -5.97500 -0.66236 1.15636
H -5.25580 1.70666 1.01424
H -3.17292 2.30083 -0.13480
H 0.75922 2.69503 -2.46798
H 0.50873 4.77817 -3.73472
H -1.73673 5.53361 -4.46418
H -3.71915 4.14079 -3.94729
H -3.47357 2.06394 -2.67878
H 1.31694 -0.45588 -5.01945
H 2.75871 1.22511 -6.07241
H 1.75809 3.23710 -7.13040
H -0.69414 3.56898 -7.03721
H -2.12708 1.93683 -5.89957
H -2.97026 -0.01237 -6.94397
H -5.31634 0.54942 -7.36019
H -6.93189 0.65283 -5.48223
H -6.14660 0.17814 -3.17530
H -3.79346 -0.34189 -2.75894
*
```

HOMO energy (spin up / spin down) = -4.96 / -7.21 eV

Table of energy relative to the best compared isomer or geometry (same formula, charge and spin) (eV), in record order: 1.834 0.813 0.276 0.000